Entry 1:
{
  "formula": "C42H37IrN5O6S3",
  "method": "ωB97M-V with the def2-TZVPD basis set",
  "species": ["Ir", "C", "O", "C", "C", "C", "C", "C", "C", "C", "N", "C", "C", "N", "C", "C", "C", "C", "N", "C", "C", "N", "C", "C", "C", "C", "H", "H", "H", "H", "H", "H", "H", "H", "H", "H", "H", "H", "H", "H", "O", "S", "C", "C", "C", "C", "S", "O", "C", "C", "C", "C", "C", "C", "C", "C", "C", "C", "C", "C", "H", "H", "H", "H", "H", "H", "H", "H", "H", "H", "H", "H", "H", "H", "H", "H", "H", "H", "O", "N", "C", "C", "C", "C", "C", "S", "H", "H", "H", "H", "O", "C", "O", "H"],
  "positions_angstrom": [[1.7408, -1.3013, -0.5159], [-11.8573, -0.7639, -0.3843], [-10.9834, 0.3171, -0.6736], [-9.6559, 0.0793, -0.6596], [-9.0784, -1.1597, -0.3917], [-7.6994, -1.2900, -0.4060], [-6.8775, -0.2042, -0.6838], [-7.4703, 1.0329, -0.9494], [-8.8392, 1.1773, -0.9386], [-5.4279, -0.3949, -0.6901], [-4.8089, -1.5164, -0.3937], [-3.4768, -1.2410, -0.5240], [-3.2781, 0.0700, -0.9073], [-4.5410, 0.5999, -1.0121], [-1.9901, 0.6282, -1.1581], [-1.7045, 1.9129, -1.6550], [-0.4025, 2.2643, -1.9009], [0.6239, 1.3538, -1.6227], [0.3779, 0.1617, -1.1219], [-0.9073, -0.2258, -0.9180], [-1.0975, -1.6009, -0.5257], [0.0273, -2.3570, -0.4092], [-0.0847, -3.6478, -0.1420], [-1.3322, -4.2496, 0.0531], [-2.4794, -3.5014, -0.0371], [-2.3722, -2.1365, -0.3447], [-12.8622, -0.3570, -0.4359], [-11.6762, -1.1587, 0.6177], [-11.7509, -1.5635, -1.1205], [-9.6888, -2.0234, -0.1745], [-7.2445, -2.2492, -0.2003], [-6.8692, 1.9087, -1.1647], [-9.3061, 2.1311, -1.1421], [-4.7835, 1.5374, -1.2774], [-2.5041, 2.6175, -1.8469], [-0.1424, 3.2416, -2.2802], [1.6579, 1.6208, -1.7526], [0.8345, -4.2105, -0.1009], [-1.3660, -5.3080, 0.2671], [-3.4593, -3.9359, 0.1067], [3.4521, -0.0624, -0.4451], [4.8259, -0.5107, -0.9859], [5.9428, 0.7514, -0.3219], [5.2614, 2.0218, 0.1458], [4.5926, 1.8189, 1.5034], [4.0292, 3.0801, 2.1299], [2.4479, 3.5718, 1.3427], [2.3281, 2.7718, 0.0867], [1.4032, 2.7470, 2.5484], [1.1253, 3.3667, 3.7591], [0.3138, 2.7197, 4.6775], [-0.2157, 1.4686, 4.3807], [0.0668, 0.8615, 3.1658], [0.8776, 1.5039, 2.2378], [4.8962, -0.0935, -2.7122], [5.6553, -0.9290, -3.5164], [5.7608, -0.6432, -4.8704], [5.1023, 0.4567, -5.3988], [4.3385, 1.2812, -4.5810], [4.2334, 1.0076, -3.2290], [6.6512, 0.9262, -1.1323], [6.4790, 0.2683, 0.4979], [4.5457, 2.3798, -0.5934], [6.0414, 2.7846, 0.2353], [5.3375, 1.4220, 2.2009], [3.7985, 1.0738, 1.4208], [4.7083, 3.9315, 2.0586], [3.8029, 2.9092, 3.1814], [1.5294, 4.3479, 3.9812], [0.0872, 3.1941, 5.6229], [-0.8517, 0.9700, 5.1001], [-0.3383, -0.1163, 2.9368], [1.1271, 1.0454, 1.2881], [6.1414, -1.8012, -3.0959], [6.3443, -1.2888, -5.5125], [5.1796, 0.6713, -6.4564], [3.8258, 2.1366, -5.0002], [3.6491, 1.6337, -2.5751], [1.4623, -0.7633, 1.4358], [2.4484, -1.1659, 2.2593], [2.5261, -0.5098, 3.4374], [3.4465, -0.8738, 4.3772], [4.3071, -1.9412, 4.0946], [4.2163, -2.5832, 2.8870], [3.2707, -2.1873, 1.9257], [3.1227, -2.9458, 0.3805], [1.8084, 0.2903, 3.5438], [3.4903, -0.3373, 5.3128], [5.0436, -2.2558, 4.8211], [4.8698, -3.4058, 2.6330], [1.8842, -3.8722, -2.2977], [2.0587, -2.8579, -2.9448], [2.0751, -1.6386, -2.4909], [2.2292, -2.8878, -4.0335]],
  "atomic_forces_ev_per_a": [[0.341, -0.161, 0.131], [0.000, -0.002, -0.005], [-0.004, 0.006, 0.009], [0.007, -0.001, -0.007], [-0.004, 0.001, -0.001], [0.001, 0.011, -0.003], [-0.010, -0.003, -0.007], [0.001, -0.004, 0.004], [0.000, -0.006, 0.000], [0.001, -0.010, 0.019], [-0.012, 0.013, 0.000], [-0.008, 0.033, -0.013], [-0.014, -0.051, 0.000], [0.025, -0.025, 0.006], [0.017, -0.023, -0.024], [0.041, 0.019, 0.045], [-0.045, -0.048, 0.055], [0.034, 0.094, 0.118], [-0.073, -0.097, -0.092], [0.038, -0.148, -0.074], [0.049, 0.106, -0.016], [-0.089, 0.037, 0.085], [-0.059, -0.014, -0.030], [-0.054, 0.043, -0.009], [0.060, 0.009, -0.003], [-0.023, 0.016, -0.005], [0.001, -0.002, -0.001], [-0.002, 0.000, 0.001], [0.001, -0.001, 0.002], [-0.001, 0.001, 0.000], [0.001, -0.001, 0.000], [0.000, 0.000, 0.000], [0.000, 0.000, 0.000], [0.002, -0.002, -0.003], [-0.002, -0.012, -0.017], [-0.018, -0.003, -0.019], [0.050, -0.048, -0.023], [-0.023, 0.015, 0.007], [-0.012, 0.001, 0.004], [-0.004, -0.002, -0.001], [-0.016, 0.104, -0.487], [-0.181, -0.232, -0.150], [0.191, -0.125, -0.048], [-0.013, 0.142, 0.073], [-0.008, -0.058, 0.147], [0.093, 0.130, 0.010], [-0.147, -0.097, 0.194], [0.000, 0.237, -0.020], [-0.289, -0.202, -0.091], [0.005, 0.065, 0.157], [0.115, 0.103, 0.045], [-0.106, -0.066, -0.137], [-1.068, 0.605, -0.034], [-0.539, 1.491, -0.613], [-0.056, 0.012, 0.038], [-0.044, -0.046, 0.013], [0.005, -0.004, -0.016], [0.010, -0.009, -0.025], [0.000, 0.007, -0.017], [0.045, 0.007, 0.014], [0.029, 0.017, 0.056], [-0.027, -0.002, -0.001], [-0.007, -0.026, 0.079], [-0.020, 0.004, 0.018], [0.010, -0.030, 0.013], [0.106, 0.090, -0.009], [0.028, -0.033, -0.092], [0.051, 0.118, 0.031], [0.003, 0.005, 0.019], [0.000, 0.005, 0.003], [-0.011, -0.006, 0.002], [0.045, 0.035, -0.002], [-0.210, 0.610, 0.330], [-0.004, 0.001, 0.002], [0.005, 0.002, 0.000], [-0.002, 0.000, 0.001], [-0.001, 0.000, 0.000], [-0.119, 0.103, 0.075], [0.374, -1.456, -0.450], [0.238, -0.312, 0.139], [0.445, -0.238, 0.287], [0.147, -0.163, -0.057], [-0.006, 0.061, 0.096], [-0.044, 0.012, -0.107], [0.005, 0.014, 0.021], [-0.067, -0.024, 0.072], [0.779, -0.537, 0.329], [-0.005, 0.006, 0.013], [0.012, -0.014, 0.003], [-0.003, -0.003, -0.005], [0.057, 0.045, -0.075], [0.007, -0.014, 0.049], [-0.027, -0.069, -0.037], [0.007, -0.007, 0.012]],
  "relative_energy_kj_mol": 108.5,
  "e_homo_ev": -9.823,
  "lumo_ha": -0.0985,
  "gap_ev": 7.141,
  "total_charge": 1,
  "energy_ev": -99230.717
}

***

Entry 2:
{
  "formula": "C2H10NSi",
  "method": "ωB97M-V with the def2-TZVPD basis set",
  "species": ["C", "C", "N", "Si", "H", "H", "H", "H", "H", "H", "H", "H", "H", "H"],
  "positions_angstrom": [[-1.0664, -0.3652, 0.4153], [1.1376, 0.0761, -1.1263], [-2.2832, 0.3222, -0.0584], [2.3421, 0.0166, 0.4028], [-0.9184, -1.4121, 0.1283], [-1.0093, -0.2337, 1.5346], [0.9584, -0.9029, -1.7309], [0.9057, 0.9123, -1.7577], [-1.9351, 1.1112, -0.5584], [-2.8175, 0.7230, 0.7887], [-2.9869, -0.2605, -0.6483], [2.4045, 1.2616, 1.2377], [3.6939, -0.1886, 0.2037], [1.5744, -1.0599, 1.1688]],
  "atomic_forces_ev_per_a": [[-1.424, -1.509, 3.226], [1.726, -1.778, -0.907], [-2.065, -1.024, 1.094], [-3.438, 0.439, 0.144], [0.045, 0.688, -0.559], [0.520, 0.127, -1.415], [0.325, 1.583, 1.332], [-0.067, 0.605, -0.018], [-0.125, 1.082, -1.136], [0.797, -0.749, -1.626], [1.611, 1.219, 1.000], [-0.544, -0.194, -0.331], [1.890, -0.865, -0.708], [0.751, 0.376, -0.097]],
  "relative_energy_kj_mol": 0.0,
  "multiplicity": 3,
  "e_homo_ev": [-12.136, -14.677],
  "lumo_ha": [-0.1547, -0.2343],
  "gap_ev": [7.926, 8.302],
  "total_charge": 1,
  "energy_ev": -11591.085
}

***

Entry 3:
{
  "formula": "C20H20BN7O2OsS2",
  "method": "ωB97M-V with the def2-TZVPD basis set",
  "species": ["Os", "O", "C", "N", "C", "O", "C", "C", "C", "C", "C", "N", "C", "C", "C", "C", "C", "N", "H", "H", "H", "H", "H", "H", "H", "H", "C", "N", "C", "C", "N", "B", "N", "C", "C", "N", "C", "C", "S", "C", "S", "H", "H", "H", "H", "H", "H", "H", "H", "H", "H", "H", "H"],
  "positions_angstrom": [[-0.2838, 1.2196, 1.1833], [-2.8303, 3.7067, -0.7083], [-2.0022, 3.2336, 0.0067], [-2.0193, 1.9688, 0.6155], [-3.0972, 1.0812, 0.5118], [-4.0617, 1.1795, -0.1860], [-2.8731, -0.0650, 1.4671], [-3.9215, -0.8504, 1.8921], [-3.6836, -1.8161, 2.8623], [-2.3917, -1.9702, 3.3469], [-1.3865, -1.1647, 2.8488], [-1.6119, -0.2176, 1.9269], [-0.7340, 3.9522, 0.4057], [-0.6165, 5.3205, 0.3105], [0.5861, 5.9130, 0.6765], [1.6270, 5.1066, 1.1173], [1.4327, 3.7418, 1.2016], [0.2694, 3.1678, 0.8587], [-4.9063, -0.6763, 1.4807], [-4.4905, -2.4315, 3.2361], [-2.1642, -2.7045, 4.1059], [-0.3654, -1.2828, 3.1867], [-1.4613, 5.8961, -0.0414], [0.7116, 6.9852, 0.6141], [2.5783, 5.5339, 1.3988], [2.2287, 3.0860, 1.5267], [-2.0855, -2.3378, -3.9155], [-0.6741, -2.0111, -3.7940], [0.1588, -1.6838, -4.7959], [1.4068, -1.4997, -4.2439], [1.3455, -1.7039, -2.9115], [2.7094, -1.7632, -2.1229], [2.6747, -1.8996, -0.5693], [3.2370, -2.9417, 0.1150], [3.1678, -2.6765, 1.4426], [2.5647, -1.4509, 1.5756], [2.3152, -0.7757, 2.8328], [2.2742, -0.9902, 0.3338], [1.6513, 0.5760, -0.0485], [0.0436, -2.0095, -2.6197], [-0.6877, -2.2995, -1.1479], [-2.3092, -2.5399, -4.9590], [-2.7037, -1.5106, -3.5678], [-2.3146, -3.2174, -3.3203], [-0.1550, -1.6051, -5.8230], [2.3338, -1.2326, -4.7223], [3.3288, -0.7716, -2.3787], [3.2640, -2.7271, -2.5611], [3.6622, -3.7891, -0.3920], [3.5178, -3.2480, 2.2839], [2.0690, -1.5089, 3.5981], [1.4805, -0.0831, 2.7148], [3.1920, -0.2128, 3.1518]],
  "atomic_forces_ev_per_a": [[-0.088, -0.090, -0.779], [-0.023, 0.037, 0.115], [0.176, 0.180, 0.152], [0.046, -0.200, -0.114], [-0.103, -0.126, 0.013], [0.052, -0.003, 0.145], [-0.219, -0.010, -0.073], [0.010, -0.020, -0.007], [0.129, 0.052, -0.062], [-0.085, 0.021, -0.061], [0.219, -0.210, 0.133], [-0.013, -0.231, 0.105], [-0.105, 0.143, -0.221], [0.023, -0.055, -0.077], [0.012, -0.116, 0.018], [-0.125, 0.049, -0.048], [0.278, 0.118, 0.041], [0.146, 0.526, 0.180], [0.018, 0.029, -0.035], [-0.004, 0.001, 0.004], [0.042, -0.005, -0.012], [-0.063, 0.056, -0.012], [-0.007, -0.030, -0.057], [-0.012, 0.012, 0.010], [0.028, -0.054, 0.010], [-0.078, -0.066, 0.026], [-0.404, 0.031, -0.025], [0.477, 0.098, -0.343], [-0.356, -0.102, -0.093], [0.491, 0.184, 0.450], [-0.693, 0.021, -0.529], [0.712, 0.027, -0.004], [-0.580, 0.418, 0.225], [0.023, -0.199, 0.139], [0.139, -0.189, -0.056], [-0.274, 0.061, -0.475], [0.183, 0.084, 0.184], [0.162, -0.456, 0.246], [-0.291, 0.128, 0.216], [-0.404, -0.175, 0.868], [0.433, 0.074, -0.092], [0.069, 0.023, -0.015], [0.087, 0.003, -0.007], [0.082, -0.002, -0.022], [-0.031, -0.022, 0.001], [-0.003, -0.043, -0.055], [-0.146, 0.197, -0.128], [0.065, -0.146, 0.151], [-0.046, 0.008, -0.051], [-0.044, 0.038, 0.049], [0.025, -0.032, -0.037], [0.081, -0.041, 0.037], [-0.011, 0.003, -0.028]],
  "relative_energy_kj_mol": 0.0,
  "multiplicity": 5,
  "e_homo_ev": [-13.986, -14.481],
  "lumo_ha": [-0.2290, -0.2980],
  "gap_ev": [7.755, 6.372],
  "total_charge": 2,
  "energy_ev": -60390.999
}

***

Entry 4:
{
  "formula": "C10H13ClN2",
  "method": "ωB97M-V with the def2-TZVPD basis set",
  "species": ["C", "C", "C", "C", "C", "C", "C", "C", "C", "C", "N", "N", "Cl", "H", "H", "H", "H", "H", "H", "H", "H", "H", "H", "H", "H", "H"],
  "positions_angstrom": [[3.7706, 0.0441, 0.3963], [3.2868, -0.9248, -0.4821], [2.8173, 0.6962, 1.1439], [1.9273, -1.0491, -0.6436], [1.4490, 0.5167, 1.0050], [-0.2507, -0.9096, -0.0637], [-3.5352, 0.5121, -0.3973], [-2.7628, 1.8518, -0.3665], [-2.5248, -0.4848, -0.2670], [-1.3751, 1.4228, 0.1850], [1.0007, -0.4486, 0.1409], [-1.2939, -0.0749, -0.0531], [1.7169, -4.0766, 0.0298], [4.7780, 0.3580, 0.5656], [4.0014, -1.3429, -1.1180], [3.1838, 1.5199, 1.8543], [1.5216, -1.8929, -1.3291], [0.7489, 0.6817, 1.8941], [-4.4053, 0.4553, 0.2410], [-4.1143, 0.1574, -1.2293], [-2.5376, 2.1187, -1.3959], [-3.3336, 2.6621, 0.1011], [-2.7356, -1.5614, -0.4540], [0.5442, -3.9206, -0.6135], [-0.7503, 1.9403, -0.4065], [-1.1273, 1.7490, 1.2625]],
  "atomic_forces_ev_per_a": [[-1.258, -0.269, -0.160], [-0.048, 2.016, 0.512], [-0.509, 2.931, 1.557], [0.122, -3.264, -1.770], [-0.578, -1.220, 3.090], [-0.344, 1.520, 0.740], [-0.143, 0.748, 0.323], [-0.311, -1.321, -0.750], [-0.482, -2.447, 0.051], [-1.511, 0.790, 3.305], [2.426, -0.122, -0.823], [-2.229, 0.398, 0.066], [-1.626, 0.094, -0.739], [0.691, -0.448, -0.295], [0.505, -1.320, -1.038], [-0.877, -1.476, -0.899], [0.749, 2.021, 1.007], [0.981, 0.579, -1.690], [0.069, -0.213, 1.314], [-0.092, 0.527, -1.616], [-0.378, 0.348, -0.102], [0.636, -0.281, 0.252], [0.386, 0.788, 0.297], [1.508, -0.496, 0.828], [3.001, 1.219, -1.976], [-0.689, -1.100, -1.480]],
  "multiplicity": 3,
  "e_homo_ev": [-16.683, -17.587],
  "lumo_ha": [-0.3124, -0.3965],
  "gap_ev": [8.181, 6.799],
  "total_charge": 2,
  "energy_ev": -26060.762
}